[1]
The following is a quantum chemistry calculation of a 2-piece molecular cluster, C12H21BCl2FO5 overall, from the OMol25 dataset.

```
42
Properties=species:S:1:pos:R:3:forces:R:3
C 2.127 -1.693 1.242 0.0 0.0 0.0
C 1.224 -1.020 0.235 0.0 -0.1 0.5
Cl -0.467 -0.990 0.675 0.0 0.0 0.1
C 1.644 -0.528 -0.919 0.2 0.2 -0.3
Cl 0.510 0.107 -2.065 -0.1 -0.1 -0.1
C 3.101 -0.662 -1.309 0.1 -0.1 0.0
O 3.245 -1.879 -1.960 0.0 0.0 0.1
B 4.473 -1.714 -2.813 0.0 0.2 -0.1
O 4.275 -0.315 -3.323 0.1 -0.2 0.0
C 3.857 0.406 -2.220 -0.1 0.1 0.0
C 3.124 1.680 -2.651 -0.1 0.1 0.2
C 4.031 2.892 -2.805 -0.1 0.1 -0.1
C 4.482 3.499 -1.482 0.1 -0.1 0.1
F 5.176 2.573 -3.550 0.0 0.0 0.0
H 2.808 -0.974 1.707 -0.1 -0.1 0.0
H 2.735 -2.451 0.741 -0.1 0.1 0.0
H 1.532 -2.163 2.024 0.1 0.0 -0.1
H 3.672 -0.655 -0.361 -0.1 0.0 -0.1
H 4.500 -2.546 -3.703 0.0 0.1 0.0
H 5.489 -1.727 -2.080 0.0 -0.1 0.0
H 4.723 0.716 -1.601 0.0 -0.1 -0.1
H 2.373 1.967 -1.900 0.1 0.0 -0.2
H 2.599 1.480 -3.588 0.1 0.0 0.1
H 3.503 3.649 -3.400 0.1 0.0 0.1
H 5.504 3.872 -1.579 -0.1 0.1 0.0
H 4.471 2.757 -0.677 0.0 0.1 -0.1
H 3.833 4.329 -1.190 0.0 -0.1 0.0
C -3.878 -0.057 1.466 -0.1 0.0 -0.1
C -4.600 0.554 2.642 0.1 0.1 0.0
O -6.031 0.362 2.559 0.0 -0.1 -0.2
C -6.469 -0.837 2.923 -0.1 0.3 0.8
O -5.816 -1.723 3.415 0.0 -0.1 -0.3
O -7.800 -0.859 2.775 0.1 -0.1 -0.2
C -8.415 -2.083 3.182 0.0 0.0 0.0
H -4.267 0.341 0.529 0.0 0.0 0.0
H -2.817 0.183 1.523 0.0 0.0 0.0
H -3.981 -1.141 1.458 0.0 0.0 0.0
H -4.486 1.636 2.654 0.0 0.0 0.0
H -4.245 0.151 3.590 0.0 0.0 0.0
H -8.159 -2.319 4.213 0.0 0.0 0.0
H -8.097 -2.902 2.539 0.0 0.0 0.0
H -9.484 -1.917 3.082 0.0 0.0 0.0
```
Positions in Å, forces in eV/Å.

The calculation puts the orbital gap at 0.2443 Ha. Its net charge is -1. Its total energy is -1891.23424 Eh. As for the spin multiplicity: 1. The calculation puts the HOMO energy at -4.458 eV.

Per-atom Mulliken charges, elementary charge units: -1.2043, 0.4983, -0.2275, -0.1164, -0.1976, 0.2286, -0.8028, 1.2386, -0.8492, 0.7487, -1.1636, 0.3031, -1.2516, -0.3476, 0.2901, 0.3126, 0.3783, -0.1140, -0.2683, -0.4038, -0.0513, 0.3859, 0.3319, 0.3148, 0.3483, 0.2907, 0.3322, -0.8405, -0.3127, -0.3455, 0.7792, -0.5551, -0.3358, -0.6322, 0.2816, 0.1917, 0.3411, 0.2931, 0.3316, 0.2950, 0.2929, 0.2116

[2]
The following is a quantum chemistry calculation of C4H5InLiO7 as an isolated structure at a distorted geometry, from the OMol25 dataset.

```
18
Properties=species:S:1:pos:R:3:forces:R:3
O 1.276 3.931 -1.283 0.0 0.3 -0.3
C 0.767 2.811 -1.543 0.1 0.2 0.1
O 0.316 2.507 -2.675 -0.1 0.0 -0.6
O 0.719 1.931 -0.531 0.1 0.0 0.4
C 0.178 0.638 -0.783 -0.2 -0.2 -0.5
O -0.247 -1.435 0.224 -0.6 -1.5 0.9
C -0.654 -2.265 1.403 -2.4 4.3 -1.4
C 0.234 -0.153 0.510 0.3 0.8 0.7
O 0.355 -2.325 2.288 0.3 3.3 1.8
O -0.973 -3.472 0.897 -2.4 -0.1 -1.5
Li 0.888 4.329 -3.158 -0.1 -0.6 0.7
In 0.645 -4.071 1.691 4.1 -6.0 0.3
H 0.763 0.132 -1.564 -0.2 0.1 0.1
H -0.861 0.725 -1.129 0.3 -0.1 0.0
H 1.269 -0.179 0.890 -0.2 0.0 -0.1
H -0.375 0.346 1.283 0.1 -0.2 -0.2
O -1.778 -1.656 2.034 0.9 -0.3 -0.3
H -2.525 -1.794 1.444 0.0 0.0 -0.1
```
Positions in Å, forces in eV/Å.

Its expectation value of S² is 0.753. The calculation puts the orbital gap (spin up / spin down) at 0.3361 / 0.2448 Ha. Its total energy is -879.76480 Eh. The energy relative to the best compared isomer or geometry (same formula, charge and spin) comes out at 8.9 kJ/mol. As for the spin multiplicity: 2. The calculation puts the HOMO energy (spin up / spin down) at -9.587 / -9.586 eV.

Per-atom Mulliken charges, elementary charge units: -0.8579, 0.8788, -0.8512, -0.2549, -0.3913, -0.3485, 0.9960, -0.2975, -0.6554, -0.6311, 0.8777, 0.6629, 0.2817, 0.2868, 0.2034, 0.2909, -0.5146, 0.3242

[3]
The following is a quantum chemistry calculation of a 2-piece molecular cluster, C3H6N2O overall at a distorted geometry, from the OMol25 dataset.

```
12
Properties=species:S:1:pos:R:3:forces:R:3
C -0.646 -1.193 -0.373 -0.6 0.6 1.1
C -0.962 0.113 -0.094 0.3 -0.4 -1.2
N -1.202 0.664 -1.330 -0.4 0.8 0.0
C -1.082 -0.302 -2.256 -0.4 -1.5 0.3
N -0.809 -1.461 -1.692 0.8 0.1 -0.4
H -0.365 -1.893 0.388 0.0 -0.5 -0.1
H -1.101 0.684 0.785 0.2 0.3 0.7
H -1.496 1.609 -1.504 0.0 0.0 0.0
H -1.315 -0.256 -3.301 0.0 0.6 -0.2
O 3.277 0.488 3.337 -0.4 0.3 -0.3
H 3.151 0.511 2.378 0.1 -0.1 0.2
H 2.549 1.036 3.663 0.2 -0.2 0.1
```
Positions in Å, forces in eV/Å.

The calculation puts the orbital gap at 0.3518 Ha. Its total energy is -302.65404 Eh. The energy relative to the best compared isomer or geometry (same formula, charge and spin) comes out at 102.5 kJ/mol. As for the spin multiplicity: 1. The calculation puts the HOMO energy at -8.993 eV. The structure (SMILES) is c1c[nH]cn1.O.

Per-atom Mulliken charges, elementary charge units: -0.3428, -0.2130, -0.0439, -0.1736, -0.5676, 0.3866, 0.4123, 0.1790, 0.3646, -0.6395, 0.3214, 0.3166

[4]
The following is a quantum chemistry calculation of C21H19N6O3S4V as an isolated structure, from the OMol25 dataset.

```
54
Properties=species:S:1:pos:R:3:forces:R:3
V -0.112 -0.293 0.568 0.0 -0.1 0.1
C -4.750 -2.505 -0.571 0.0 0.0 0.0
C -3.750 -2.804 0.479 0.1 0.1 0.0
N -3.880 -3.646 1.446 0.0 -0.1 0.1
N -2.717 -3.541 2.157 0.0 0.0 -0.1
C -1.856 -2.648 1.656 -0.2 0.0 -0.1
S -0.352 -2.199 2.221 0.3 0.2 0.0
N -2.516 -2.179 0.560 -0.1 -0.1 0.0
N -2.022 -1.170 -0.259 0.0 0.1 -0.1
H -5.620 -3.135 -0.412 0.0 0.0 0.0
H -4.346 -2.701 -1.566 0.0 0.0 0.0
H -5.055 -1.459 -0.521 0.0 0.0 0.0
H -2.588 -4.070 3.001 0.0 0.0 0.0
H -1.959 -1.501 -1.216 0.1 0.0 0.0
H -2.612 -0.334 -0.163 -0.1 -0.1 -0.1
S 1.298 1.175 -3.568 0.0 0.0 0.1
C 0.713 2.598 -2.760 0.0 -0.1 0.1
C 0.680 3.906 -3.228 0.0 0.0 0.0
C 0.182 4.880 -2.385 0.0 0.0 0.0
C -0.268 4.556 -1.103 0.0 0.0 0.0
C -0.238 3.256 -0.639 0.0 -0.1 0.0
C 0.254 2.260 -1.480 0.0 0.2 -0.1
N 0.365 0.901 -1.187 0.0 -0.3 0.2
C 0.906 0.232 -2.172 0.0 0.3 -0.1
C 1.164 -1.193 -2.046 0.0 -0.3 0.0
C 1.722 -1.937 -3.087 0.0 0.1 0.0
C 1.968 -3.285 -2.900 0.0 0.0 0.0
C 1.653 -3.868 -1.679 0.0 0.0 0.1
C 1.094 -3.111 -0.653 0.0 -0.1 -0.1
C 0.832 -1.747 -0.796 -0.1 0.3 0.2
H 1.036 4.151 -4.220 0.0 0.0 0.0
H 0.145 5.908 -2.722 0.0 0.0 0.0
H -0.655 5.327 -0.450 0.0 0.0 0.0
H -0.602 3.030 0.353 0.0 0.0 0.0
H 1.967 -1.470 -4.035 0.0 0.0 0.0
H 2.403 -3.876 -3.695 0.0 0.0 0.0
H 1.848 -4.923 -1.522 0.0 0.0 0.0
H 0.871 -3.605 0.285 0.0 0.0 0.0
C 4.066 1.145 2.752 0.0 0.0 0.0
C 2.835 1.644 3.136 0.1 0.0 -0.1
C 1.701 1.213 2.468 0.0 0.0 0.1
N 1.755 0.319 1.473 -0.3 0.0 -0.1
C 2.949 -0.164 1.101 0.0 0.0 0.0
C 4.123 0.226 1.713 0.0 0.0 0.0
H 4.972 1.463 3.252 0.0 0.0 0.0
H 2.728 2.361 3.937 0.0 0.0 0.0
H 0.724 1.584 2.755 0.0 0.0 0.0
H 2.942 -0.885 0.295 0.0 0.0 0.0
H 5.064 -0.190 1.380 0.0 0.0 0.0
O -1.538 3.791 2.128 0.0 0.1 0.0
S -1.812 2.652 2.978 -0.1 -0.1 -0.1
O -3.149 2.553 3.497 0.0 0.0 0.0
O -0.752 2.321 3.907 0.1 0.0 0.0
S -1.811 0.988 1.538 0.3 -0.2 -0.1
```
Positions in Å, forces in eV/Å.

Its expectation value of S² is 2.045. The calculation puts the orbital gap (spin up / spin down) at 0.2774 / 0.2858 Ha. Its total energy is -3902.72613 Eh. The energy relative to the best compared isomer or geometry (same formula, charge and spin) comes out at 94.6 kJ/mol. As for the spin multiplicity: 3. The calculation puts the HOMO energy (spin up / spin down) at -8.119 / -8.278 eV.

Per-atom Mulliken charges, elementary charge units: 0.2651, -1.2491, 0.9646, -0.8144, 0.2463, 0.3340, -0.5963, 0.4602, -0.8186, 0.3618, 0.3006, 0.2980, 0.1862, 0.4080, 0.4421, -0.4170, 0.9103, -0.7395, -0.3890, -0.9299, -0.0216, -0.5536, 0.3087, 0.5782, 1.4653, -0.8829, -0.7735, -0.8636, -0.1690, -0.0424, 0.4067, 0.3898, 0.5052, 0.0500, 0.4394, 0.4046, 0.4229, 0.3530, -0.1834, -0.9611, -0.1285, 0.3662, -0.1791, -0.8620, 0.3974, 0.5026, 0.2664, 0.3313, 0.4366, -0.5761, 1.0066, -0.5727, -0.6638, -0.4208